The following is a DFT calculation (the ωB97M-V functional and the def2-TZVPD basis) of C3H9N3O2S in the gas phase.

```
18
C3H9N3O2S | the OMol25 dataset | the ωB97M-V functional and the def2-TZVPD basis
C -2.20308 -0.98556 0.66357
C 1.63780 -0.60461 -0.21620
C -1.53607 1.58533 0.12560
N 0.32974 -0.25365 -0.31286
N 2.33694 -0.27372 -1.28035
N 1.99080 -0.95165 0.95252
O -1.70059 1.34477 -1.31559
O 3.37504 -1.17710 1.18926
S -0.58263 0.21735 0.80621
H -2.47720 -0.75515 -0.40382
H -2.43544 -1.97679 0.97314
H -1.14088 2.02758 -1.80875
H -2.35989 1.91958 0.80246
H -0.79391 2.41543 -0.10316
H 1.95784 0.15983 -2.12315
H 3.25517 -0.71536 -1.25807
H -2.90863 -0.27304 1.24292
H 3.25497 -1.70325 2.06628
```

Properties
LUMO level (eV): 0.47
Charge: 0
2S+1: 1
Frontier orbital gap (eV): 7.9956
HOMO energy (eV): -7.52
Electronic energy (hartree): -832.44232


The following is a DFT calculation (the ωB97M-V functional and the def2-TZVPD basis) of C5H10O2 in the gas phase.

```
17
C5H10O2 | the OMol25 dataset | the ωB97M-V functional and the def2-TZVPD basis
C -1.61340 -0.42073 -0.44744
C -0.70482 -0.01959 0.64630
C 0.64590 -0.72273 0.81284
O 0.64738 -2.07812 0.42692
C 1.41457 0.23829 -0.09941
C 0.34841 1.32564 0.01102
O -0.07919 1.94262 -1.12106
H -1.61102 0.45964 -1.36462
H -2.67848 -0.39629 -0.21834
H -1.29911 -1.29728 -1.01541
H -1.21198 0.29176 1.56827
H 0.97110 -0.61200 1.85833
H 1.56910 -2.36691 0.40087
H 2.44272 0.48536 0.18406
H 1.40498 -0.14786 -1.12555
H 0.39858 1.97513 0.89342
H -0.91525 1.32547 -1.53210
```

Properties
LUMO level (eV): 0.82
Charge: 0
2S+1: 1
Frontier orbital gap (eV): 10.1805
HOMO energy (eV): -9.36
SMILES: C[C@@H]1[C@H](O)C[C@@H]1O
Electronic energy (hartree): -346.89561


The following is a DFT calculation (the ωB97M-V functional and the def2-TZVPD basis) of a molecular structure, C36H74HgN4O4.

```
119
C36H74HgN4O4 | the OMol25 dataset | the ωB97M-V functional and the def2-TZVPD basis
Hg 4.12271 29.18701 -19.76280
C 8.40618 23.26987 -17.17320
C 7.80672 23.54471 -15.82028
C 8.87334 23.17951 -14.69490
C 10.02291 24.16098 -14.42969
C 9.43280 25.51345 -14.05105
C 7.90792 25.76517 -14.31494
N 7.62185 25.06975 -15.63893
O 6.84484 25.77277 -16.63767
C 7.70498 27.34492 -14.35796
C 6.97904 25.18090 -13.11102
C 6.48394 22.75380 -15.55205
H 7.63658 23.22645 -17.94387
H 8.84277 22.27112 -17.17444
H 9.05865 24.09580 -17.45646
H 9.50192 22.35022 -15.01935
H 8.46093 22.83057 -13.74818
H 10.64914 24.35525 -15.30043
H 10.71739 23.66734 -13.74991
H 9.92266 26.28649 -14.64313
H 9.80803 25.67200 -13.04002
H 7.83595 27.84653 -13.39914
H 6.64197 27.55575 -14.47484
H 8.38473 27.74413 -15.11074
H 7.18566 24.13215 -12.89767
H 5.94232 25.46914 -13.28486
H 7.20144 25.74714 -12.20659
H 6.66797 21.68050 -15.50438
H 5.89650 23.02434 -16.42945
H 5.78160 22.98041 -14.74988
C 4.64679 30.32338 -24.84510
C 4.26208 28.90064 -25.31257
C 5.66298 28.35367 -25.72076
C 5.80809 26.86172 -25.87754
C 5.33022 26.21361 -24.57429
C 3.82320 26.52220 -24.25418
N 3.73894 27.99885 -24.21662
O 2.56823 28.45174 -23.57835
C 3.55373 25.80787 -22.96879
C 2.85177 25.97225 -25.38893
C 3.36348 29.01772 -26.52793
H 3.88317 31.09988 -24.80019
H 5.40811 30.79076 -25.46964
H 4.99307 30.31798 -23.81158
H 6.51450 28.70855 -25.14017
H 5.80576 28.72607 -26.73517
H 6.85763 26.62675 -26.05458
H 5.36768 26.34636 -26.73109
H 5.91525 26.53661 -23.71318
H 5.64560 25.17448 -24.66831
H 2.48472 25.59511 -22.97513
H 3.62667 26.44291 -22.08590
H 4.21338 24.97244 -22.73423
H 2.59330 24.91723 -25.47963
H 3.14620 26.18969 -26.41564
H 1.88258 26.47038 -25.41426
H 2.40830 29.41041 -26.17932
H 3.18011 28.05768 -27.01041
H 3.73077 29.70156 -27.29315
C 0.25913 32.48551 -19.01247
C -0.39967 32.13490 -17.64388
C -1.86827 31.85891 -17.87274
C -2.66781 31.05053 -16.83827
C -1.95478 29.77512 -16.37038
C -0.39591 30.01297 -16.03491
N 0.19915 30.95632 -17.01845
O 1.53809 31.26603 -16.65349
C -0.17764 30.52159 -14.54460
C 0.34242 28.66746 -16.18043
C -0.43396 33.41663 -16.69132
H -0.05782 33.51416 -19.18429
H -0.00031 31.90102 -19.89517
H 1.33770 32.63851 -18.97534
H -2.33120 32.84367 -17.80916
H -2.09426 31.45140 -18.85811
H -3.60229 30.80217 -17.34143
H -2.79695 31.74684 -16.00967
H -2.06558 28.89081 -16.99792
H -2.54704 29.55977 -15.48102
H 0.78898 30.67228 -14.06394
H -0.79250 31.40769 -14.38688
H -0.54867 29.62974 -14.03959
H 1.29532 28.56910 -15.66041
H -0.29518 28.00522 -15.59477
H 0.57586 28.30560 -17.18176
H -0.79898 34.22552 -17.32423
H 0.56219 33.77231 -16.42814
H -1.20791 33.32218 -15.92962
H 1.41585 31.59468 -15.75982
C 9.59488 31.46149 -20.40131
C 9.92219 32.57834 -19.43880
C 10.68895 33.69098 -20.23570
C 10.85488 35.04953 -19.50651
C 9.44012 35.61044 -19.01285
C 8.56893 34.47292 -18.29034
N 8.61213 33.12456 -18.99221
O 7.83214 32.26818 -18.33137
C 8.97566 34.30029 -16.70964
C 7.16337 34.98667 -18.41799
C 10.87023 32.03109 -18.37890
H 9.18109 31.85674 -21.32903
H 8.97039 30.65692 -20.01302
H 10.54514 30.96134 -20.58829
H 11.70512 33.39915 -20.50091
H 10.28351 33.94359 -21.21545
H 11.38918 35.74007 -20.15903
H 11.36575 34.91126 -18.55362
H 8.92284 35.91428 -19.92291
H 9.52775 36.48832 -18.37272
H 8.88497 33.27412 -16.35349
H 10.03173 34.51026 -16.54014
H 8.39585 34.99822 -16.10565
H 6.45123 34.30836 -17.94805
H 7.21275 35.88844 -17.80769
H 6.66599 35.13714 -19.37615
H 11.71264 31.46533 -18.77683
H 10.46137 31.29436 -17.68741
H 11.19304 32.85364 -17.74070
H 8.41171 31.98763 -17.61934
```

Properties
LUMO level (eV): -3.35
Charge: 0
2S+1: 1
Frontier orbital gap (eV): 1.5356
HOMO energy (eV): -4.89
Electronic energy (hartree): -2088.92714


The following is a DFT calculation (the ωB97M-V functional and the def2-TZVPD basis) of C5H8O in the gas phase.

```
14
C5H8O | the OMol25 dataset | the ωB97M-V functional and the def2-TZVPD basis
C 0.06472 -0.15989 -1.95738
C 0.33215 0.37716 -0.56256
O -0.62659 1.38506 -0.33213
C 0.24230 -0.76622 0.48016
C -0.12958 -0.28115 1.80992
C -0.49222 0.15651 2.87236
H -0.96554 -0.53058 -2.00168
H 0.17360 0.63458 -2.70038
H 0.74644 -0.97930 -2.20823
H 1.34792 0.80357 -0.51425
H -0.56395 1.64025 0.59986
H -0.50878 -1.49794 0.15834
H 1.20369 -1.29130 0.53233
H -0.82415 0.50925 3.82364
```

Properties
LUMO level (eV): 0.99
Charge: 0
2S+1: 1
Frontier orbital gap (eV): 11.0400
HOMO energy (eV): -10.05
SMILES: C#CC[C@@H](C)O
Electronic energy (hartree): -270.48517


The following is a DFT calculation (the ωB97M-V functional and the def2-TZVPD basis) of 2 unconnected molecules or ions with the total composition C15H18N4O5S.

```
43
C15H18N4O5S | the OMol25 dataset | the ωB97M-V functional and the def2-TZVPD basis
C 0.84306 -1.88303 -2.93357
C -0.22639 -0.83567 -3.17718
N -0.41751 0.16607 -2.13007
C 0.21084 1.47559 -2.34801
C -0.63706 2.48604 -3.10556
C -0.96007 -0.24330 -0.92090
C -1.48235 0.78858 -0.08055
N -2.31338 0.50864 0.99256
C -2.41729 -0.75846 1.53376
C -3.20367 -0.99366 2.64548
C -3.86637 0.05994 3.27169
C -3.74256 1.33851 2.71676
C -2.99279 1.55655 1.58776
O -0.98623 -1.47573 -0.66636
H 0.81739 -2.58797 -3.76833
H 1.84020 -1.42942 -2.89399
H 0.64842 -2.41915 -2.00134
H 0.01991 -0.24391 -4.06595
H -1.19012 -1.34057 -3.34092
H 0.53371 1.87292 -1.37361
H 1.12179 1.25286 -2.92680
H -0.06225 3.41542 -3.15910
H -0.82747 2.13770 -4.12809
H -1.58681 2.68414 -2.59469
H -1.49201 1.82212 -0.43079
H -1.87750 -1.53711 1.01866
H -3.26643 -2.01645 2.99413
H -4.45234 -0.11328 4.16962
H -4.23818 2.19288 3.16688
H -2.86177 2.51679 1.09339
O 4.87925 -3.33658 2.34281
N 3.73450 -2.95072 2.65268
O 2.96981 -3.60586 3.41636
C 3.19014 -1.72742 2.16901
C 3.75236 -0.75411 1.37658
C 2.79387 0.27706 1.19416
N 3.00313 1.40314 0.35726
O 2.06711 2.22435 0.20971
O 4.11892 1.52552 -0.19413
C 1.55279 0.03276 1.83319
S 1.54091 -1.41769 2.68946
H 4.75434 -0.77289 0.96535
H 0.70812 0.70541 1.84269
```

Properties
LUMO level (eV): -1.44
Charge: 0
2S+1: 1
Frontier orbital gap (eV): 5.7845
HOMO energy (eV): -7.23
Electronic energy (hartree): -1575.54006


The following is a DFT calculation (the ωB97M-V functional and the def2-TZVPD basis) of C5H7BO2 in the gas phase.

```
15
C5H7BO2 | the OMol25 dataset | the ωB97M-V functional and the def2-TZVPD basis
B 0.23456 -0.98435 -1.29868
C 0.63868 0.68432 2.23100
C 1.18159 -0.20325 1.27132
C -0.41469 1.48582 1.95152
C 0.76460 -0.56746 0.05742
C -1.05765 -0.16069 -1.82979
O -1.09474 1.54751 0.95134
O 0.87148 -1.92463 -2.05920
H 0.84026 0.66052 3.27396
H 2.18295 -0.62794 1.37062
H -0.45494 2.20301 2.74410
H -1.61828 0.20642 -0.96308
H -1.70945 -0.79398 -2.48445
H -0.67787 0.72230 -2.38054
H 0.31349 -2.24759 -2.83553
```

Properties
LUMO level (alpha / beta) (eV): -1.34 / -1.34
Charge: 0
2S+1: 1
Frontier orbital gap (alpha / beta) (eV): 6.7942 / 6.7936
HOMO energy (alpha / beta) (eV): -8.13 / -8.13
Electronic energy (hartree): -369.95729